Entry 1:
{
  "formula": "C32H31BrCoN9O3P",
  "method": "ωB97M-V/def2-TZVPD",
  "species": ["Co", "C", "O", "C", "C", "C", "C", "C", "C", "N", "N", "C", "O", "C", "C", "C", "C", "C", "C", "C", "O", "H", "H", "H", "H", "H", "H", "H", "H", "H", "H", "H", "H", "C", "N", "C", "C", "N", "C", "P", "C", "N", "C", "C", "N", "C", "C", "N", "C", "C", "N", "C", "H", "H", "H", "H", "H", "H", "H", "H", "H", "H", "H", "H", "H", "H", "H", "Br", "C", "C", "C", "C", "N", "C", "H", "H", "H", "H"],
  "coordinates": [[-0.01616, -0.13691, -0.25799], [4.63632, -1.96173, -1.29244], [4.90267, -0.57971, -1.11639], [4.54524, -0.06685, 0.12029], [5.52467, 0.55195, 0.85729], [5.23432, 1.15244, 2.09008], [3.93728, 1.10153, 2.55053], [2.91458, 0.50216, 1.80113], [1.58003, 0.50019, 2.36911], [0.48622, 0.27347, 1.74742], [-0.65246, 0.30381, 2.56978], [-1.62839, -0.33111, 1.98933], [-1.58333, -0.92080, 0.83734], [-2.93544, -0.34490, 2.71718], [-3.91711, -1.25623, 2.34072], [-5.15507, -1.25562, 2.97037], [-5.42267, -0.33560, 3.97614], [-4.44534, 0.57890, 4.35252], [-3.20615, 0.57339, 3.72837], [3.18514, -0.11632, 0.54453], [2.28029, -0.66197, -0.17823], [3.57542, -2.14210, -1.47548], [4.92749, -2.53305, -0.40621], [5.23807, -2.29086, -2.14140], [6.53256, 0.56001, 0.45739], [6.01617, 1.62565, 2.66891], [3.68310, 1.54104, 3.51051], [1.49474, 0.72487, 3.43369], [-3.69399, -1.95252, 1.54194], [-5.91245, -1.97233, 2.67657], [-6.38954, -0.32968, 4.46438], [-4.65302, 1.29961, 5.13445], [-2.43295, 1.27556, 4.01182], [-0.95114, -0.47104, -6.08317], [-1.43686, -0.25993, -4.72679], [-2.71030, 0.09286, -4.37605], [-2.72077, 0.16788, -3.01073], [-1.48509, -0.13603, -2.51571], [-0.73091, -0.39148, -3.56318], [1.02263, -0.86677, -3.51419], [0.86465, -2.16849, -2.24830], [0.22997, -2.06333, -1.09974], [0.24142, -3.28910, -0.51321], [0.89751, -4.16493, -1.33035], [1.28599, -3.44781, -2.43400], [2.06467, -3.96635, -3.54802], [1.64564, 0.56169, -2.57018], [1.04384, 1.17282, -1.56066], [1.87374, 2.18323, -1.17143], [2.99401, 2.17560, -1.94493], [2.84230, 1.14659, -2.83058], [3.86674, 0.72908, -3.77737], [-1.77182, -0.29809, -6.77409], [-0.59273, -1.49017, -6.21220], [-0.14370, 0.21981, -6.31856], [-3.48070, 0.25812, -5.11047], [-3.54909, 0.42486, -2.37114], [-0.20920, -3.45193, 0.45183], [1.12375, -5.21250, -1.22733], [2.09709, -5.04942, -3.47125], [3.08208, -3.57890, -3.52342], [1.60570, -3.69592, -4.49571], [1.66548, 2.80256, -0.31503], [3.88151, 2.78438, -1.92276], [4.26137, 1.60344, -4.29055], [3.43435, 0.05506, -4.51037], [4.66705, 0.22256, -3.24020], [-1.92599, 5.98884, -0.02243], [-2.42016, 4.16357, 0.00792], [-3.74572, 3.79554, 0.14062], [-4.03534, 2.44157, 0.15525], [-2.99796, 1.53022, 0.03944], [-1.72046, 1.89147, -0.07812], [-1.44003, 3.19224, -0.09242], [-4.51970, 4.54463, 0.23767], [-5.05153, 2.09145, 0.27907], [-3.18146, 0.46224, 0.06637], [-0.40147, 3.48080, -0.17868]],
  "total_charge": 0,
  "lumo_ev": [0.27, 0.27],
  "homo_ev": [-6.40, -6.39],
  "multiplicity": 4,
  "orbital_gap_ev": [6.68, 6.66]
}

---

Entry 2:
{
  "formula": "C64H90N6O20S4",
  "method": "ωB97M-V/def2-TZVPD",
  "species": ["O", "N", "O", "C", "C", "C", "C", "C", "C", "H", "H", "H", "H", "H", "O", "N", "O", "C", "C", "C", "C", "C", "C", "H", "H", "H", "H", "H", "O", "N", "O", "C", "C", "C", "C", "C", "C", "H", "H", "H", "H", "H", "O", "N", "O", "C", "C", "C", "C", "C", "C", "H", "H", "H", "H", "H", "O", "N", "O", "C", "C", "C", "C", "C", "C", "H", "H", "H", "H", "H", "O", "N", "O", "C", "C", "C", "C", "C", "C", "H", "H", "H", "H", "H", "O", "S", "O", "C", "C", "C", "C", "H", "H", "H", "H", "H", "H", "H", "H", "O", "S", "O", "C", "C", "C", "C", "H", "H", "H", "H", "H", "H", "H", "H", "O", "S", "O", "C", "C", "C", "C", "H", "H", "H", "H", "H", "H", "H", "H", "O", "S", "O", "C", "C", "C", "C", "H", "H", "H", "H", "H", "H", "H", "H", "C", "C", "C", "C", "C", "C", "H", "H", "H", "H", "H", "H", "H", "H", "H", "H", "H", "H", "H", "H", "C", "C", "C", "C", "C", "C", "H", "H", "H", "H", "H", "H", "H", "H", "H", "H", "H", "H", "H", "H"],
  "coordinates": [[-4.53493, -4.81813, 1.39595], [-3.98335, -4.59056, 0.32115], [-4.63189, -4.07891, -0.61931], [-2.57784, -4.93448, 0.11672], [-1.82848, -5.42161, 1.15573], [-0.44318, -5.56993, 0.91772], [0.20661, -5.20193, -0.28212], [-0.57533, -4.72817, -1.31740], [-1.96199, -4.53845, -1.06847], [-2.17888, -5.47018, 2.17615], [0.16588, -5.97630, 1.71164], [1.27633, -5.26782, -0.41543], [-0.13963, -4.35347, -2.23183], [-2.56406, -4.11011, -1.85615], [-1.41174, 0.29542, 4.07708], [-2.36484, 0.79230, 3.53588], [-3.34750, 0.13617, 3.30438], [-2.45364, 2.29134, 3.27562], [-3.64978, 2.87806, 2.91781], [-3.66826, 4.24166, 2.68357], [-2.50812, 5.05834, 2.92917], [-1.29617, 4.44516, 3.28024], [-1.31232, 3.07040, 3.45205], [-4.53275, 2.27685, 2.75869], [-4.60780, 4.61768, 2.30640], [-2.62418, 6.12149, 2.77868], [-0.42777, 5.03639, 3.53071], [-0.41631, 2.66847, 3.90150], [3.12224, -4.86336, 1.41355], [4.29578, -4.49448, 1.29165], [4.76929, -4.25999, 0.16598], [5.14107, -4.31160, 2.46198], [4.53579, -4.41011, 3.73628], [5.34418, -4.42909, 4.85054], [6.74478, -4.24085, 4.71184], [7.30662, -3.99015, 3.46957], [6.53733, -4.08662, 2.34165], [3.48862, -4.65058, 3.84586], [4.87562, -4.42535, 5.82360], [7.31061, -4.23285, 5.63171], [8.34662, -3.72344, 3.35270], [7.09673, -4.04963, 1.41855], [-6.89154, 4.01983, 0.00755], [-7.23381, 3.47707, -1.05228], [-8.36529, 3.09927, -1.23334], [-6.33060, 3.40672, -2.21101], [-6.46818, 2.55271, -3.26522], [-5.54350, 2.54721, -4.26961], [-4.35228, 3.31549, -4.12974], [-4.20244, 4.19411, -3.05960], [-5.22742, 4.27571, -2.12561], [-7.30032, 1.86484, -3.29314], [-5.67538, 1.89398, -5.11949], [-3.56282, 3.32086, -4.86671], [-3.31483, 4.80762, -3.01322], [-5.20192, 5.00499, -1.32943], [-0.82277, 4.50480, -2.75552], [-0.55565, 3.62560, -3.51918], [-0.57154, 2.45737, -3.16645], [-0.17774, 3.98202, -4.90040], [0.04203, 5.28695, -5.24907], [0.49892, 5.62904, -6.53768], [0.69183, 4.62346, -7.43235], [0.38916, 3.29430, -7.11797], [-0.09500, 2.92779, -5.86194], [0.07498, 6.00189, -4.44026], [0.75825, 6.64290, -6.80454], [1.02345, 4.83380, -8.43842], [0.49078, 2.57562, -7.91770], [-0.32043, 1.89528, -5.63942], [4.05436, 1.24420, -2.69659], [4.41049, 0.09137, -2.48836], [3.62872, -0.76601, -2.18709], [5.86494, -0.30135, -2.57044], [6.91053, 0.62046, -2.73190], [8.21053, 0.20647, -2.80118], [8.51429, -1.16256, -2.71015], [7.51026, -2.15423, -2.60760], [6.15321, -1.66814, -2.40142], [6.77474, 1.67121, -2.94138], [9.01698, 0.90718, -2.95943], [9.53980, -1.44231, -2.90113], [7.75716, -3.20542, -2.58674], [5.40079, -2.43507, -2.29145], [6.85375, -0.59107, 3.67182], [5.54138, -0.24491, 3.10458], [4.24465, -0.84263, 3.52487], [5.58005, 1.59413, 3.13764], [5.36731, 1.94168, 1.65044], [6.20803, 0.97438, 0.83006], [5.75500, -0.41316, 1.26784], [6.52687, 1.94595, 3.54733], [4.68949, 1.68388, 3.75969], [4.35941, 1.65885, 1.34673], [5.53679, 2.96281, 1.30888], [7.27230, 1.12932, 1.00730], [6.07173, 1.05048, -0.24871], [6.48714, -1.21889, 1.21411], [4.81792, -0.66252, 0.77003], [-4.03082, -2.04021, -3.39330], [-2.83718, -1.74653, -4.23497], [-1.51398, -2.24661, -3.86277], [-3.15278, -2.13115, -6.06746], [-2.67826, -0.85285, -6.74059], [-3.12729, 0.36825, -5.86167], [-2.59986, 0.02948, -4.51208], [-4.22839, -2.20249, -6.22890], [-2.67371, -3.02909, -6.45771], [-1.59608, -0.94961, -6.82791], [-2.87841, -0.74367, -7.80648], [-4.21254, 0.44212, -5.79180], [-2.76618, 1.27351, -6.34974], [-2.78454, 0.66061, -3.64279], [-1.52322, 0.14673, -4.63534], [2.28754, 4.32880, -2.69730], [2.61936, 4.46541, -1.30477], [3.99762, 4.65127, -0.89719], [1.63868, 5.85291, -0.57403], [0.84306, 5.22538, 0.68102], [0.58112, 3.81997, 0.23797], [1.79651, 3.13695, -0.42130], [0.89787, 6.11410, -1.32973], [2.23302, 6.75950, -0.46022], [1.39303, 5.22263, 1.62210], [-0.04051, 5.78817, 0.98213], [-0.25525, 3.82418, -0.46100], [0.20507, 3.31397, 1.12715], [1.63875, 2.30235, -1.10442], [2.56249, 2.85367, 0.30059], [-9.07527, -2.21665, -2.73269], [-8.71848, -0.98848, -1.99789], [-8.97336, 0.36868, -2.58661], [-9.40156, -0.98211, -0.30646], [-8.24784, -0.74287, 0.63774], [-7.03209, -1.42686, 0.03090], [-6.97902, -1.03742, -1.41969], [-9.59243, -2.04618, -0.16712], [-10.31359, -0.38556, -0.28588], [-8.04862, 0.31999, 0.77458], [-8.44787, -1.00514, 1.67663], [-7.12233, -2.51278, 0.05778], [-6.08692, -1.19862, 0.52350], [-6.37190, -1.65724, -2.07949], [-6.64507, -0.00149, -1.47827], [0.01473, -2.93102, 3.77271], [1.23257, -2.55397, 4.69290], [1.29222, -3.09945, 6.14716], [2.43374, -2.51041, 6.94691], [2.87469, -3.26377, 8.22360], [1.74345, -3.47128, 9.22098], [-0.14428, -4.00918, 3.79266], [0.28522, -2.62527, 2.76204], [-0.93883, -2.49948, 4.07701], [2.16902, -2.76783, 4.17771], [1.32128, -1.46779, 4.67184], [1.42828, -4.16740, 5.97663], [0.29528, -2.96600, 6.56716], [3.27276, -2.42258, 6.25667], [2.25192, -1.47270, 7.22658], [3.27868, -4.23487, 7.93748], [3.72228, -2.79178, 8.72052], [2.21567, -3.59499, 10.19556], [1.00648, -2.66978, 9.17006], [1.12141, -4.35732, 9.09408], [-3.23154, 1.57463, -0.40117], [-2.42056, 0.30872, -0.06173], [-0.92083, 0.56948, -0.05400], [-0.15114, -0.66629, 0.47847], [1.36893, -0.53382, 0.38892], [2.00650, -1.96409, 0.46553], [-4.28933, 1.31575, -0.35465], [-3.10384, 2.06247, -1.36750], [-3.03552, 2.28472, 0.40222], [-2.68940, 0.08506, 0.97065], [-2.51642, -0.48407, -0.80362], [-0.65000, 1.35940, 0.64657], [-0.65185, 0.94588, -1.04095], [-0.36947, -0.89175, 1.52231], [-0.52346, -1.52634, -0.07812], [1.71049, -0.09939, -0.55060], [1.82997, 0.03059, 1.19946], [3.00787, -1.97142, 0.03506], [2.27396, -2.22978, 1.48826], [1.40222, -2.75547, 0.02206]],
  "smiles": "O=[N+]([O-])c1ccccc1.O=[N+]([O-])c1ccccc1.O=[N+]([O-])c1ccccc1.O=[N+]([O-])c1ccccc1.O=[N+]([O-])c1ccccc1.O=[N+]([O-])c1ccccc1.O=S1(=O)CCCC1.O=S1(=O)CCCC1.O=S1(=O)CCCC1.O=S1(=O)CCCC1.CCCCCC.CCCCCC",
  "total_charge": 0,
  "lumo_ev": -0.80,
  "homo_ev": -9.20,
  "orbital_gap_ev": 8.40
}

---

In kcal/mol, the relative energy (zero: lowest compared OMol25 entry of this formula, charge and spin) values for the records above are, in order, 0.0; 39.8.
In hartree/bohr, the F_max values for the records above are, in order, 0.008; 0.063.